{"formula": "C7H12N2", "method": "the ωB97M-V functional and the def2-TZVPD basis", "relative_energy_kcal_mol": 110.0, "multiplicity": 1, "gap_ev": 8.9, "max_force_ev_per_a": 5.021, "total_energy_ev": -10428.7058, "e_lumo_ev": 0.75, "elements": ["N", "N", "C", "C", "C", "C", "C", "C", "C", "H", "H", "H", "H", "H", "H", "H", "H", "H", "H", "H", "H"], "coordinates": [[-0.61096, -1.33302, -0.19388], [-1.84141, 0.48316, 0.04401], [0.15328, 1.72775, -0.94852], [-1.72589, -0.64635, -0.65074], [0.09117, -0.84455, 0.97667], [1.45380, -0.08282, 0.59139], [-0.64667, 0.50627, 0.97122], [1.97699, -0.76517, -0.76582], [0.61881, 1.16362, 0.45040], [-1.04406, 0.84285, 2.02303], [1.01019, 1.93774, 1.13934], [-0.25955, 0.81644, -1.40597], [-2.23938, -1.49816, -1.28740], [-0.62070, -2.34226, -0.58432], [1.97041, -1.90278, -0.44262], [0.91045, -0.64349, -1.63857], [2.17510, 0.11910, 1.39181], [2.93942, -0.45466, -1.17645], [1.00933, 2.11787, -1.61017], [0.43650, -1.70942, 1.57392], [-0.65011, 2.31326, -0.68108]], "atomic_forces_ev_per_a": [[-0.498, -4.349, -2.460], [-0.901, -2.291, -1.202], [4.097, -2.280, -0.283], [1.459, -0.543, 3.732], [1.989, -1.007, -1.884], [-0.595, -1.065, -2.790], [-2.411, 0.720, 3.633], [-3.478, -1.212, 0.315], [-0.738, 2.801, -1.047], [0.748, -0.285, -2.042], [-0.451, 0.008, -0.577], [0.380, 1.076, -0.522], [-0.271, 3.199, 0.599], [0.835, 2.221, 1.470], [0.404, 2.017, -1.213], [4.156, -0.453, 2.648], [-0.014, -0.969, -0.201], [-0.304, 0.042, 0.053], [-1.477, -0.124, 1.131], [-1.476, 0.504, 0.921], [-1.452, 1.991, -0.279]], "nbo_charge": [-0.633, -0.506, -0.600, 0.235, -0.090, -0.242, -0.062, -0.612, -0.234, 0.220, 0.207, 0.204, 0.226, 0.393, 0.194, 0.217, 0.219, 0.214, 0.208, 0.216, 0.228]}

=====

{"formula": "C3H16NO3", "method": "the ωB97M-V functional and the def2-TZVPD basis", "relative_energy_kcal_mol": 36.3, "multiplicity": 1, "charge": 1, "gap_ev": 11.2, "max_force_ev_per_a": 4.864, "total_energy_ev": -10996.2924, "e_lumo_ev": -2.93, "elements": ["O", "O", "O", "N", "C", "C", "C", "H", "H", "H", "H", "H", "H", "H", "H", "H", "H", "H", "H", "H", "H", "H", "H"], "coordinates": [[1.41326, -0.49482, 2.40973], [-4.05790, -0.67149, -0.97564], [2.58815, -2.51361, -0.36653], [1.43988, 0.38973, -0.08418], [-0.36216, 1.39352, -1.60030], [-0.80357, 0.93042, 0.87378], [-0.00300, 0.41608, -0.38598], [3.33709, -3.05134, -0.32236], [-1.40470, 1.85283, -1.64750], [2.09907, 0.82612, -0.65177], [-0.40302, 1.82062, 1.27062], [-4.70907, -1.02215, -1.60100], [1.87155, -3.08714, -0.08750], [1.70060, 0.69169, 0.94224], [1.20330, 0.20057, 3.03912], [-0.83136, 0.25429, 1.60874], [1.75801, -1.24035, 2.83553], [-4.49845, 0.11517, -0.69409], [1.66035, -0.63798, 0.02639], [0.29565, 2.27711, -1.65439], [-0.32066, -0.59306, -0.81390], [-1.83711, 1.15657, 0.51423], [-0.13595, 0.98722, -2.63525]], "atomic_forces_ev_per_a": [[-0.815, 1.860, -1.309], [0.006, -0.672, -0.596], [-2.126, 1.557, 0.091], [0.318, -2.356, 4.244], [0.669, 0.633, -1.242], [-0.894, 0.678, -4.401], [-3.061, 1.658, -1.717], [2.092, -1.218, 0.033], [1.247, -1.195, 0.507], [1.023, 0.883, -1.958], [0.720, 1.309, 0.144], [0.356, -0.241, 0.063], [-0.193, -0.207, -0.047], [-0.994, -0.558, -2.238], [0.053, -0.386, 0.518], [-0.255, -2.766, 2.714], [0.842, -1.517, 1.347], [-0.307, 0.951, 0.549], [0.584, 1.079, -0.553], [-0.056, -0.061, 0.702], [0.494, 1.101, 1.344], [0.824, -0.294, 0.483], [-0.524, -0.238, 1.321]], "nbo_charge": [-0.979, -0.941, -0.960, -0.714, -0.651, -0.604, -0.065, 0.491, 0.256, 0.431, 0.208, 0.476, 0.481, 0.468, 0.498, 0.220, 0.503, 0.466, 0.482, 0.215, 0.238, 0.243, 0.236]}

=====

{"formula": "C5H8IN3O2", "method": "the ωB97M-V functional and the def2-TZVPD basis", "relative_energy_kcal_mol": 138.1, "multiplicity": 1, "gap_ev": [7.4, 7.4], "max_force_ev_per_a": 5.115, "total_energy_ev": -21973.1180, "e_lumo_ev": [-0.65, -0.65], "elements": ["I", "O", "O", "N", "N", "N", "C", "C", "C", "C", "C", "H", "H", "H", "H", "H", "H", "H", "H"], "coordinates": [[3.63206, -0.53677, 0.07675], [2.69525, 2.07451, 0.01910], [0.89176, 1.92107, 1.23453], [0.72783, -1.58876, -0.17557], [-0.53713, 1.19162, -0.90481], [1.47864, 1.80186, 0.19551], [-2.73582, 1.04607, -0.07398], [0.82276, 1.27119, -0.95522], [-1.33055, 0.74133, 0.01360], [1.63135, -0.75851, -0.25734], [0.46035, -2.89903, 0.32953], [-0.94928, 0.27960, 0.98993], [1.23880, -3.42559, 0.67460], [-3.56573, 0.23609, -0.17346], [-2.82305, 1.83156, -0.72565], [1.37961, 1.42814, -1.89205], [0.11427, -3.36793, -0.54081], [-2.77466, 1.41035, 1.06902], [-0.35646, -2.65680, 1.09634]], "atomic_forces_ev_per_a": [[0.940, -0.896, 0.252], [-1.502, 0.147, 0.273], [-0.434, 0.090, 1.394], [2.377, 2.918, -0.125], [-0.796, -0.237, -0.349], [2.032, 0.731, -1.752], [-1.837, -1.655, 4.477], [0.194, -2.351, 1.279], [3.501, -1.006, -0.005], [-3.008, -0.067, -0.693], [-3.508, 3.222, 0.079], [-0.377, 0.407, -1.517], [3.134, -1.613, 1.721], [1.838, 1.186, 0.071], [-0.837, 1.833, -1.612], [-0.558, 0.042, 0.659], [-1.210, -1.285, -0.813], [-0.986, -0.223, -2.339], [1.037, -1.242, -0.999]], "nbo_charge": [0.270, -0.454, -0.410, -0.455, -0.506, 0.457, -0.663, 0.090, 0.198, 0.123, -0.411, 0.178, 0.196, 0.245, 0.234, 0.237, 0.220, 0.230, 0.221]}